# 1
This record from OMol25 describes C43H35Cl2IN9O2Pb as an isolated structure. The level of theory is ωB97M-V/def2-TZVPD.

The energy above the lowest of the compared OMol25 structures with the same formula, charge and spin comes out at 56.7 kJ/mol. The max |F| is 0.0063 Eh/bohr. Its charge is +1. The value obtained for the electronic energy is -101053.272 eV. The LUMO energy is -3.091 eV. For the HOMO-LUMO gap, the calculation gives 6.729 eV.

Last column: Mulliken charge in e.
Element x y z (Å)
Pb 0.016841 0.005619 -0.020003  1.58
C 1.225192 1.585674 4.705835  -0.55
C 1.391344 0.802879 3.570215  -0.22
N 0.393747 0.087415 3.074775  -0.26
C -0.779136 0.126078 3.696658  0.68
C -0.944803 0.938449 4.819718  -0.19
N 0.049895 1.662640 5.319538  -0.63
C -1.892664 -0.683209 3.117669  -0.82
C -3.005691 -0.986824 3.893637  -0.61
C -4.062923 -1.701401 3.349421  0.90
C -3.923972 -2.138456 2.040462  -1.11
C -2.789775 -1.794691 1.316597  0.09
N -1.800063 -1.056635 1.834109  0.09
C -2.626753 -2.301012 -0.081456  0.61
C -3.699554 -2.793217 -0.822338  -0.22
N -3.538662 -3.366947 -2.008387  -0.64
C -2.302380 -3.441865 -2.484461  -0.56
C -1.238740 -2.871971 -1.801265  -0.08
N -1.402706 -2.301579 -0.614825  -0.11
C -5.300124 -1.952009 4.128694  0.49
C -5.278450 -2.116330 5.508390  -0.34
C -6.477676 -2.276933 6.184201  -0.52
N -7.665202 -2.286244 5.582568  -0.59
C -7.682541 -2.145927 4.259457  -0.44
C -6.538238 -1.976706 3.495285  -0.61
H 2.039446 2.162146 5.130041  0.43
H 2.339583 0.747692 3.044422  0.45
H -1.897290 1.044481 5.323211  0.52
H -3.056944 -0.667960 4.923609  0.43
H -4.674673 -2.782651 1.605246  0.90
H -4.721302 -2.710335 -0.470947  0.47
H -2.167783 -3.944687 -3.434373  0.44
H -0.235673 -2.860313 -2.215731  0.27
H -4.344793 -2.152102 6.055945  0.49
H -6.489030 -2.403906 7.260819  0.38
H -8.659594 -2.162772 3.789296  0.38
H -6.620869 -1.836112 2.424870  0.41
C 3.673118 0.076378 -3.461224  -0.71
O 3.591389 1.366331 -2.803583  -0.47
C 2.597616 1.233885 -1.918568  -0.42
N 2.096778 0.079677 -1.742447  0.68
C 2.930144 -0.860005 -2.500558  -0.98
C 3.794876 -1.750145 -1.520768  1.87
C 2.870861 -2.789627 -0.956316  -0.87
C 2.972327 -4.118691 -0.941658  -0.55
C 3.976619 -5.021853 -1.513439  -0.34
C 4.884642 -4.757666 -2.448668  -0.86
C 5.099732 -3.417474 -3.081751  -0.05
C 2.241801 2.426018 -1.118656  0.28
C 2.968854 3.605111 -1.214782  -0.63
C 2.654995 4.640785 -0.352093  -0.74
C 1.600134 4.490810 0.535918  -0.73
C 0.898129 3.296550 0.517860  -0.20
N 1.238432 2.274091 -0.262131  0.40
C -0.364763 3.107240 1.267586  -0.05
N -1.093553 2.068751 1.165270  0.70
C -2.384319 2.375162 1.827865  0.84
C -2.095063 3.725064 2.525407  -0.70
O -0.809678 4.136102 1.996352  -0.50
C -3.480370 2.405744 0.788571  -0.37
C -3.462203 3.344763 -0.236732  -0.12
C -4.442769 3.327675 -1.216124  -0.92
C -5.450385 2.371486 -1.177195  -0.51
C -5.472507 1.430819 -0.157579  -0.89
C -4.487801 1.448728 0.821498  0.12
H 4.711826 -0.157184 -3.655325  0.32
H 3.144695 0.154643 -4.411042  0.28
H 2.297229 -1.556574 -3.039539  0.69
H 2.003003 -2.348623 -0.470130  0.39
H 2.167947 -4.637951 -0.428923  0.42
H 3.920076 -6.042049 -1.150897  0.37
H 5.531707 -5.555740 -2.793760  0.41
H 6.043141 -3.419605 -3.617573  0.64
H 3.750595 3.693550 -1.956250  0.60
H 3.215851 5.565720 -0.380398  0.47
H 1.314377 5.276768 1.221677  0.61
H -2.626430 1.602554 2.554909  -0.21
H -1.995492 3.632455 3.605614  0.33
H -2.830238 4.489794 2.291663  0.33
H -2.664398 4.079706 -0.291229  0.39
H -4.413333 4.053502 -2.018688  0.43
H -6.215412 2.359309 -1.943076  0.41
H -6.255342 0.682417 -0.127601  0.44
H -4.493444 0.709897 1.618822  0.48
I -0.811715 2.188629 -3.077258  -0.16
C -1.490881 0.620334 -1.771772  -1.03
H -1.697821 -0.208836 -2.446336  0.71
H -2.439407 0.988017 -1.380113  0.08
Cl 4.316119 -0.726887 -0.080552  -0.21
C 5.127252 -2.266639 -2.073185  -1.81
Cl 3.871020 -3.173798 -4.399928  -0.19
H 5.693654 -2.639001 -1.220548  0.47
H 5.695283 -1.431214 -2.475193  0.51

Forces on atoms 1 to 2 (eV/Å):
Pb 0.021 -0.082 -0.066
C -0.045 0.006 0.031


# 2
This record from OMol25 describes C25H24N3RuS2Te as an isolated structure. The level of theory is ωB97M-V/def2-TZVPD.

The energy above the lowest of the compared OMol25 structures with the same formula, charge and spin comes out at 43.5 kJ/mol. Its spin multiplicity is 5. The max |F| is 0.0058 Eh/bohr. Its charge is +3. The value obtained for the electronic energy is -62303.893 eV. The LUMO energy (spin up / spin down) is -6.835 / -9.758 eV. The expectation value of S² is 6.03. For the HOMO-LUMO gap (spin up / spin down), the calculation gives 8.836 / 6.125 eV.

Last column: Mulliken spin population.
Element x y z (Å)
Ru 1.279198 1.810438 1.030547  1.80
C 2.986034 1.216467 2.490291  -0.08
C 3.049251 2.628553 2.358075  0.01
C 1.953122 3.421408 2.701990  0.08
C 0.749044 2.783524 3.051032  -0.02
C 0.703971 1.379242 3.256050  -0.03
C 1.845483 0.603908 3.033963  0.13
H 3.855904 0.621140 2.250908  -0.01
H 3.958217 3.087627 1.993047  0.00
H 2.005706 4.498630 2.626611  0.01
H -0.135550 3.373970 3.247707  0.00
H -0.214657 0.919406 3.594687  0.00
H 1.825514 -0.463226 3.206208  0.01
Te 2.700097 -8.627988 -1.923948  1.63
C 3.215374 -10.486247 -2.480358  0.04
C 3.348133 -11.586009 -1.616171  0.11
C 3.711229 -12.741545 -2.293519  0.01
C 3.853507 -12.529060 -3.655082  0.22
S 3.543992 -10.932315 -4.120069  -0.01
H 3.185446 -11.532015 -0.549181  -0.01
H 3.868139 -13.701493 -1.825187  0.00
H 4.127876 -13.260289 -4.401854  0.01
N 2.929253 2.329032 -2.776017  0.01
C 3.884864 1.463601 -2.304969  0.00
C 3.486117 1.118434 -1.055995  0.02
N 2.302763 1.774460 -0.766472  -0.01
C 1.998199 2.499752 -1.832741  0.04
H 2.930788 2.776406 -3.680184  0.00
H 4.741376 1.174524 -2.887071  0.00
H 3.955726 0.449726 -0.357617  0.00
H 1.137449 3.137790 -1.933503  0.00
N -0.470302 2.076022 0.087259  0.01
S -1.666628 3.022090 0.681013  0.01
C -2.779576 1.991882 1.614656  0.01
C -2.638253 0.613707 1.644839  0.00
C -3.532712 -0.128987 2.405103  0.00
C -4.539739 0.508084 3.116448  0.00
C -4.661634 1.892437 3.080698  0.00
C -3.774944 2.647399 2.330571  0.00
C -2.634133 3.494829 -0.719589  0.00
C -2.421782 4.777750 -1.212185  0.00
C -3.137921 5.189144 -2.325826  0.00
C -4.045897 4.324430 -2.921966  0.00
C -4.251486 3.046333 -2.412820  0.00
C -3.547706 2.620625 -1.299347  0.00
H -0.799573 1.444678 -0.638171  0.01
H -1.848519 0.125003 1.088456  0.00
H -3.446133 -1.206619 2.436123  0.00
H -5.234449 -0.075816 3.704706  0.00
H -5.446113 2.384411 3.638975  0.00
H -3.866928 3.726931 2.296463  0.00
H -1.725160 5.448650 -0.724689  0.00
H -2.998969 6.187573 -2.716775  0.00
H -4.611343 4.653420 -3.783392  0.00
H -4.974211 2.388211 -2.875103  0.00
H -3.727451 1.639959 -0.876627  0.00

Forces on atoms 1 to 2 (eV/Å):
Ru -0.027 0.278 0.111
C -0.005 -0.007 -0.012


Number 2 is which compound?
C25H24N3RuS2Te